The following is a DFT calculation (ωB97M-V with the def2-TZVPD basis set) of a cluster of 13 separate species, C56H147N9O21 in total at a distorted geometry.

The calculation puts the energy above the lowest of the compared OMol25 structures with the same formula, charge and spin at 9.3820 eV. The value obtained for the total energy is -4293.872216 a.u. For the HOMO-LUMO gap, the calculation gives 8.4538 eV. Its net charge is 0. The calculation puts the LUMO energy at 0.48 eV.

Bonds (Å) are listed after each position.
Element x y z (Å)
1 C -3.6820 -0.2922 6.2272  O2 1.466, H10 1.090, H11 1.090, H12 1.090
2 O -3.7442 -1.6743 5.7437  C1 1.466, C3 1.394
3 C -2.9673 -2.6895 6.2991  O2 1.394, C4 1.539, H13 1.090, H14 1.090
4 C -3.3495 -4.0933 5.7963  C3 1.539, N5 1.515, H15 1.090, H16 1.090
5 N -2.9781 -4.3145 4.3446  C4 1.515, C6 1.435, H17 1.010
6 C -3.6543 -5.4323 3.7511  N5 1.435, C7 1.568, H18 1.090, H19 1.090
7 C -3.5852 -5.1750 2.2056  C6 1.568, O8 1.513, H20 1.090, H21 1.090
8 O -4.6191 -4.1007 1.9472  C7 1.513, C9 1.468
9 C -5.9594 -4.5848 1.5926  O8 1.468, H22 1.090, H23 1.090, H24 1.090
10 H -4.1582 -0.0786 7.1841  C1 1.090
11 H -4.0828 0.3408 5.4355  C1 1.090
12 H -2.6430 0.0358 6.1948  C1 1.090
13 H -3.0154 -2.7285 7.3874  C3 1.090
14 H -1.9369 -2.4416 6.0441  C3 1.090
15 H -4.4113 -4.2688 5.9692  C4 1.090
16 H -2.7059 -4.8225 6.2884  C4 1.090
17 H -3.3124 -3.4765 3.8906  N5 1.010
18 H -4.7012 -5.6257 3.9849  C6 1.090
19 H -2.9734 -6.2118 4.0929  C6 1.090
20 H -3.8550 -6.1218 1.7376  C7 1.090
21 H -2.5496 -5.0341 1.8961  C7 1.090
22 H -6.2841 -5.4503 2.1701  C9 1.090
23 H -6.0004 -4.7178 0.5116  C9 1.090
24 H -6.8260 -3.9298 1.6825  C9 1.090
25 C -2.0659 2.5456 3.5686  O26 1.438, H34 1.090, H35 1.090, H36 1.090
26 O -1.2876 1.6161 2.7950  C25 1.438, C27 1.467
27 C -1.9060 0.2936 2.6525  O26 1.467, C28 1.573, H37 1.090, H38 1.090
28 C -1.5665 -0.4972 1.3362  C27 1.573, N29 1.452, H39 1.090, H40 1.090
29 N -0.1869 -0.9442 1.2579  C28 1.452, C30 1.486, H41 1.010
30 C -0.0648 -2.1996 0.4718  N29 1.486, C31 1.538, H42 1.090, H43 1.090
31 C 1.3950 -2.4260 0.0423  C30 1.538, O32 1.472, H44 1.090, H45 1.090
32 O 1.9269 -1.4725 -0.9443  C31 1.472, C33 1.432
33 C 3.2365 -1.8479 -1.3855  O32 1.432, H46 1.090, H47 1.090, H48 1.090
34 H -2.0279 2.0504 4.5389  C25 1.090
35 H -3.0062 2.8295 3.0961  C25 1.090
36 H -1.5215 3.4737 3.7429  C25 1.090
37 H -2.9944 0.3239 2.6027  C27 1.090
38 H -1.8028 -0.1774 3.6300  C27 1.090
39 H -1.8818 0.1839 0.5458  C28 1.090
40 H -2.3347 -1.2522 1.1688  C28 1.090
41 H 0.3822 -0.2988 0.7291  N29 1.010
42 H -0.6930 -2.1230 -0.4156  C30 1.090
43 H -0.4121 -3.0063 1.1173  C30 1.090
44 H 1.4058 -3.4131 -0.4197  C31 1.090
45 H 2.1516 -2.4860 0.8247  C31 1.090
46 H 3.8630 -2.1076 -0.5321  C33 1.090
47 H 3.7517 -1.0451 -1.9130  C33 1.090
48 H 3.0941 -2.6875 -2.0658  C33 1.090
49 C 4.0836 1.1267 0.3609  O50 1.422, H58 1.090, H59 1.090, H60 1.090
50 O 4.7366 2.2750 -0.1665  C49 1.422, C51 1.403
51 C 5.7334 1.9872 -1.1112  O50 1.403, C52 1.535, H61 1.090, H62 1.090
52 C 6.3837 3.2811 -1.6197  C51 1.535, N53 1.477, H63 1.090, H64 1.090
53 N 7.2957 2.9846 -2.7425  C52 1.477, C54 1.472, H65 1.010
54 C 7.7835 4.3064 -3.1705  N53 1.472, C55 1.523, H66 1.090, H67 1.090
55 C 8.9028 4.0128 -4.1599  C54 1.523, O56 1.458, H68 1.090, H69 1.090
56 O 10.0264 3.5645 -3.3470  C55 1.458, C57 1.384
57 C 11.2440 3.4305 -3.9909  O56 1.384, H70 1.090, H71 1.090, H72 1.090
58 H 3.2094 0.6872 -0.1194  C49 1.090
59 H 3.8146 1.3541 1.3924  C49 1.090
60 H 4.6656 0.2317 0.5807  C49 1.090
61 H 5.4570 1.4217 -2.0010  C51 1.090
62 H 6.4768 1.4342 -0.5370  C51 1.090
63 H 6.9094 3.6818 -0.7530  C52 1.090
64 H 5.5123 3.9126 -1.7930  C52 1.090
65 H 7.9397 2.2686 -2.4379  N53 1.010
66 H 8.0125 4.8595 -2.2596  C54 1.090
67 H 6.9576 4.8578 -3.6199  C54 1.090
68 H 9.1559 4.9619 -4.6325  C55 1.090
69 H 8.6569 3.3098 -4.9558  C55 1.090
70 H 11.0446 3.0168 -4.9795  C57 1.090
71 H 11.7976 2.6397 -3.4847  C57 1.090
72 H 11.7853 4.3732 -4.0707  C57 1.090
73 C -3.9046 -3.2880 -4.7673  O74 1.447, H82 1.090, H83 1.090, H84 1.090
74 O -4.4099 -2.9033 -3.4670  C73 1.447, C75 1.389
75 C -3.4059 -2.4978 -2.5972  O74 1.389, C76 1.442, H85 1.090, H86 1.090
76 C -3.7932 -1.7977 -1.3974  C75 1.442, N77 1.402, H87 1.090, H88 1.090
77 N -4.1370 -0.4414 -1.4854  C76 1.402, C78 1.449, H89 1.010
78 C -3.4946 0.6294 -2.2196  N77 1.449, C79 1.513, H90 1.090, H91 1.090
79 C -4.3228 1.8923 -2.1245  C78 1.513, O80 1.422, H92 1.090, H93 1.090
80 O -5.6409 1.8722 -2.6568  C79 1.422, C81 1.411
81 C -5.9590 1.1600 -3.8321  O80 1.411, H94 1.090, H95 1.090, H96 1.090
82 H -2.9737 -3.8528 -4.8169  C73 1.090
83 H -3.9316 -2.3727 -5.3585  C73 1.090
84 H -4.6794 -3.8528 -5.2859  C73 1.090
85 H -2.5893 -1.9567 -3.0752  C75 1.090
86 H -2.9512 -3.4283 -2.2571  C75 1.090
87 H -2.9526 -2.0720 -0.7600  C76 1.090
88 H -4.6747 -2.3401 -1.0554  C76 1.090
89 H -5.1013 -0.2395 -1.2629  N77 1.010
90 H -3.2353 0.3172 -3.2312  C78 1.090
91 H -2.5297 0.8190 -1.7494  C78 1.090
92 H -3.7787 2.6652 -2.6675  C79 1.090
93 H -4.4190 2.2208 -1.0896  C79 1.090
94 H -5.8323 0.0943 -3.6417  C81 1.090
95 H -5.1969 1.3734 -4.5817  C81 1.090
96 H -6.9211 1.4361 -4.2635  C81 1.090
97 C 0.6388 -3.3051 -3.4498  O98 1.422, H106 1.090, H107 1.090, H108 1.090
98 O -0.1058 -3.1774 -4.6542  C97 1.422, C99 1.406
99 C 0.5842 -3.6855 -5.7688  O98 1.406, C100 1.611, H109 1.090, H110 1.090
100 C 0.2877 -5.2648 -5.8892  C99 1.611, N101 1.493, H111 1.090, H112 1.090
101 N 1.3348 -6.0129 -5.1325  C100 1.493, C102 1.452, H113 1.010
102 C 1.1157 -7.4448 -5.0339  N101 1.452, C103 1.548, H114 1.090, H115 1.090
103 C 0.2155 -7.9061 -3.8622  C102 1.548, O104 1.402, H116 1.090, H117 1.090
104 O -0.1405 -9.2617 -3.9117  C103 1.402, C105 1.427
105 C -1.3127 -9.4404 -4.7057  O104 1.427, H118 1.090, H119 1.090, H120 1.090
106 H 0.7988 -4.2631 -2.9551  C97 1.090
107 H 0.2268 -2.7809 -2.5875  C97 1.090
108 H 1.6473 -2.9072 -3.5617  C97 1.090
109 H 1.6560 -3.4872 -5.7766  C99 1.090
110 H 0.2344 -3.1649 -6.6603  C99 1.090
111 H 0.1691 -5.5643 -6.9305  C100 1.090
112 H -0.6717 -5.3009 -5.3731  C100 1.090
113 H 2.1961 -6.0385 -5.6594  N101 1.010
114 H 2.1417 -7.7699 -4.8614  C102 1.090
115 H 0.7962 -7.9275 -5.9575  C102 1.090
116 H -0.5294 -7.1126 -3.8024  C103 1.090
117 H 0.8735 -7.7513 -3.0071  C103 1.090
118 H -1.3119 -10.4776 -5.0406  C105 1.090
119 H -1.2203 -8.9552 -5.6773  C105 1.090
120 H -2.2183 -9.1968 -4.1501  C105 1.090
121 C -2.5289 3.7495 7.4977  O122 1.482, H130 1.090, H131 1.090, H132 1.090
122 O -2.8916 5.1592 7.7764  C121 1.482, C123 1.427
123 C -1.7431 6.0033 7.8541  O122 1.427, C124 1.503, H133 1.090, H134 1.090
124 C -2.1434 7.4295 8.1095  C123 1.503, N125 1.439, H135 1.090, H136 1.090
125 N -3.1785 7.8075 9.0354  C124 1.439, C126 1.457, H137 1.010
126 C -2.7798 7.6638 10.4289  N125 1.457, C127 1.519, H138 1.090, H139 1.090
127 C -1.8609 8.7370 10.9868  C126 1.519, O128 1.394, H140 1.090, H141 1.090
128 O -1.5031 8.3574 12.2800  C127 1.394, C129 1.399
129 C -0.3371 7.5852 12.2293  O128 1.399, H142 1.090, H143 1.090, H144 1.090
130 H -1.9468 3.3428 8.3248  C121 1.090
131 H -1.8082 3.6899 6.6821  C121 1.090
132 H -3.4603 3.1854 7.5469  C121 1.090
133 H -0.9997 5.9664 7.0579  C123 1.090
134 H -1.2443 5.6992 8.7743  C123 1.090
135 H -2.3462 7.7446 7.0859  C124 1.090
136 H -1.3145 8.0752 8.3997  C124 1.090
137 H -3.8837 7.1475 8.7402  N125 1.010
138 H -2.2705 6.7173 10.6102  C126 1.090
139 H -3.7038 7.7536 11.0000  C126 1.090
140 H -2.3632 9.6943 11.1261  C127 1.090
141 H -1.0991 9.0900 10.2917  C127 1.090
142 H 0.2612 7.3568 13.1113  C129 1.090
143 H 0.4471 8.0487 11.6307  C129 1.090
144 H -0.5818 6.6003 11.8315  C129 1.090
145 C 3.8714 -0.9483 -5.2735  O146 1.418, H154 1.090, H155 1.090, H156 1.090
146 O 3.0501 -0.9789 -6.4294  C145 1.418, C147 1.412
147 C 3.1963 0.1455 -7.2701  O146 1.412, C148 1.525, H157 1.090, H158 1.090
148 C 2.0611 0.2939 -8.2782  C147 1.525, N149 1.492, H159 1.090, H160 1.090
149 N 0.6905 0.1740 -7.7003  C148 1.492, C150 1.416, H161 1.010
150 C 0.4546 0.7432 -6.4257  N149 1.416, C151 1.569, H162 1.090, H163 1.090
151 C -0.9694 0.2766 -5.9606  C150 1.569, O152 1.480, H164 1.090, H165 1.090
152 O -1.1853 0.8652 -4.6199  C151 1.480, C153 1.399
153 C -0.4922 0.2914 -3.5488  O152 1.399, H166 1.090, H167 1.090, H168 1.090
154 H 3.7707 0.0172 -4.7777  C145 1.090
155 H 4.9240 -1.1241 -5.4954  C145 1.090
156 H 3.5487 -1.7206 -4.5753  C145 1.090
157 H 4.2247 0.2194 -7.6237  C147 1.090
158 H 3.1744 1.0784 -6.7068  C147 1.090
159 H 2.0168 -0.4448 -9.0786  C148 1.090
160 H 2.1289 1.2916 -8.7119  C148 1.090
161 H 0.6013 -0.8180 -7.5323  N149 1.010
162 H 0.5536 1.8259 -6.5029  C150 1.090
163 H 1.2226 0.4811 -5.6979  C150 1.090
164 H -1.0257 -0.8088 -6.0440  C151 1.090
165 H -1.7433 0.7789 -6.5410  C151 1.090
166 H -0.7647 0.5190 -2.5182  C153 1.090
167 H 0.5113 0.6481 -3.7812  C153 1.090
168 H -0.5926 -0.7938 -3.5354  C153 1.090
169 C 3.7684 -6.9549 -7.1425  O170 1.424, H178 1.090, H179 1.090, H180 1.090
170 O 3.6580 -5.7659 -6.3672  C169 1.424, C171 1.405
171 C 4.8638 -5.4580 -5.7144  O170 1.405, C172 1.620, H181 1.090, H182 1.090
172 C 4.7623 -6.0862 -4.2251  C171 1.620, N173 1.438, H183 1.090, H184 1.090
173 N 3.7515 -5.6677 -3.2915  C172 1.438, C174 1.479, H185 1.010
174 C 3.5241 -6.3829 -2.0174  N173 1.479, C175 1.538, H186 1.090, H187 1.090
175 C 4.2087 -6.0052 -0.6934  C174 1.538, O176 1.366, H188 1.090, H189 1.090
176 O 3.6225 -4.9201 -0.1064  C175 1.366, C177 1.411
177 C 4.0338 -4.6845 1.2229  O176 1.411, H190 1.090, H191 1.090, H192 1.090
178 H 4.4389 -7.6435 -6.6284  C169 1.090
179 H 3.9197 -6.7475 -8.2019  C169 1.090
180 H 2.7271 -7.2738 -7.1871  C169 1.090
181 H 4.8754 -4.3775 -5.5707  C171 1.090
182 H 5.7151 -5.6920 -6.3536  C171 1.090
183 H 5.6821 -5.7397 -3.7540  C172 1.090
184 H 4.7725 -7.1761 -4.2185  C172 1.090
185 H 2.8665 -5.6420 -3.7776  N173 1.010
186 H 3.6571 -7.4479 -2.2075  C174 1.090
187 H 2.4683 -6.1850 -1.8323  C174 1.090
188 H 5.2739 -5.8232 -0.8360  C175 1.090
189 H 4.0618 -6.8933 -0.0788  C175 1.090
190 H 3.4270 -5.4038 1.7729  C177 1.090
191 H 3.8968 -3.6511 1.5414  C177 1.090
192 H 5.0434 -4.9230 1.5575  C177 1.090
193 C 1.9364 -0.7624 3.8930  O194 1.423, H195 1.090, H196 1.090, H197 1.090
194 O 1.4641 -1.9950 3.3612  C193 1.423, H198 0.960
195 H 2.5500 -0.9106 4.7816  C193 1.090
196 H 2.5556 -0.1557 3.2321  C193 1.090
197 H 1.1356 -0.0575 4.1162  C193 1.090
198 H 0.8284 -1.7729 2.6770  O194 0.960
199 C -5.9113 2.4270 2.0423  O200 1.352, H201 1.090, H202 1.090, H203 1.090
200 O -6.5964 3.5686 2.2748  C199 1.352, H204 0.960
201 H -6.7291 1.7919 1.7018  C199 1.090
202 H -5.2721 2.4208 1.1593  C199 1.090
203 H -5.3094 1.9529 2.8175  C199 1.090
204 H -6.0161 4.3312 2.2175  O200 0.960
205 C 1.0007 4.8331 4.7202  O206 1.372, H207 1.090, H208 1.090, H209 1.090
206 O 0.6291 5.7754 3.7953  C205 1.372, H210 0.960
207 H 0.7098 3.7831 4.6884  C205 1.090
208 H 2.0766 4.9311 4.8646  C205 1.090
209 H 0.6684 5.2356 5.6771  C205 1.090
210 H 1.1448 6.5833 3.8493  O206 0.960
211 C 0.9659 3.2858 1.0428  O212 1.383, H213 1.090, H214 1.090, H215 1.090
212 O -0.0261 2.4713 0.5287  C211 1.383, H216 0.960
213 H 1.8908 2.7769 0.7714  C211 1.090
214 H 0.7323 4.2931 0.6982  C211 1.090
215 H 0.9448 3.3794 2.1286  C211 1.090
216 H -0.4176 1.9482 1.2321  O212 0.960
217 C -3.4302 6.7619 -0.1138  C218 1.567, H223 1.090, H224 1.090, H225 1.090
218 C -3.8410 5.8024 1.0548  C217 1.567, C219 1.612, N222 1.443, H226 1.090
219 C -2.9226 6.0767 2.3503  C218 1.612, O220 1.462, H227 1.090, H228 1.090
220 O -3.2779 7.4487 2.7107  C219 1.462, C221 1.391
221 C -2.7358 7.8978 3.9100  O220 1.391, H229 1.090, H230 1.090, H231 1.090
222 N -5.2091 6.0799 1.4201  C218 1.443, H232 1.010, H233 1.010
223 H -4.1314 6.6910 -0.9452  C217 1.090
224 H -2.4782 6.5054 -0.5786  C217 1.090
225 H -3.5067 7.7820 0.2626  C217 1.090
226 H -3.8076 4.7633 0.7272  C218 1.090
227 H -1.8647 5.8679 2.1912  C219 1.090
228 H -3.4077 5.3611 3.0142  C219 1.090
229 H -3.3051 8.7317 4.3205  C221 1.090
230 H -1.7042 8.2459 3.8590  C221 1.090
231 H -2.8641 7.0552 4.5895  C221 1.090
232 H -5.7230 5.9870 0.5555  N222 1.010
233 H -5.3273 7.0707 1.5764  N222 1.010